This record from the Open Molecules 2025 dataset describes a molecular structure, C3H12IO3. The level of theory is the ωB97M-V functional and the def2-TZVPD basis.

```
19
C3H12IO3 (the ωB97M-V functional and the def2-TZVPD basis)
I -4.6252 8.7378 0.6655
C -8.0168 9.5130 0.8087
O -7.3050 8.9659 -0.3024
H -8.6013 8.7192 1.2739
H -7.3909 10.0805 1.4973
H -8.7280 10.2537 0.4433
H -6.4919 8.6003 0.0538
C -6.4483 11.8087 0.3127
O -5.2076 11.4648 -0.1721
H -6.1632 12.2739 1.2564
H -6.8692 12.5356 -0.3820
H -7.1985 11.0934 0.6497
H -4.9243 10.6259 0.1990
C -2.5931 11.5167 0.8074
O -3.3833 11.0488 -0.3365
H -1.7711 12.1953 0.5790
H -3.2808 12.1161 1.4040
H -2.2843 10.6743 1.4263
H -3.5974 10.1197 -0.2246
```

Values from the calculation:
Relative energy (zero: lowest compared OMol25 entry of this formula, charge and spin): 653.01 kJ/mol
Net charge: -1
LUMO level: 3.44 eV
Spin multiplicity: 1
Frontier orbital gap: 7.69 eV
HOMO energy: -4.25 eV
E_tot: -644.7789 Eh

=====

This record from the Open Molecules 2025 dataset describes a molecular structure, C3H12IrN3O11P2S. The level of theory is the ωB97M-V functional and the def2-TZVPD basis.

```
33
C3H12IrN3O11P2S (the ωB97M-V functional and the def2-TZVPD basis)
Ir -1.2042 0.4890 -0.5568
N 3.5723 -0.3493 -0.5256
C 2.2609 0.1679 0.0323
C 2.5511 0.7500 1.4169
P 1.1813 -1.3030 0.2673
O 0.8867 -1.9285 -1.1688
O 1.9513 -2.2283 1.1126
O -0.0952 -0.6352 0.7563
P 1.7039 1.5310 -1.0726
O 1.6829 0.8125 -2.4938
O 2.7350 2.5739 -1.0266
O 0.2808 1.8689 -0.5946
H 3.8082 -1.2282 -0.0511
H 4.3062 0.3475 -0.3798
H 3.4806 -0.5147 -1.5326
H 2.9442 -0.0174 2.0849
H 1.6249 1.1316 1.8416
H 3.2492 1.5844 1.3266
H -0.0399 -1.8832 -1.4515
H 0.8125 0.5018 -2.8003
O -3.0786 -0.7775 -3.6395
S -2.4187 -0.3824 -2.4546
O -0.9482 0.0735 -2.5963
O -2.9754 0.8320 -1.6974
O -2.2747 -1.4187 -1.3551
N -3.4044 0.6678 3.0171
C -2.9189 0.2424 1.8363
N -3.3205 -0.9333 1.3459
O -2.0944 0.9916 1.2539
H -4.1321 0.1832 3.5076
H -3.1047 1.5695 3.3406
H -3.9924 -1.4929 1.8380
H -3.0299 -1.2259 0.4192
```

Values from the calculation:
Relative energy (zero: lowest compared OMol25 entry of this formula, charge and spin): 66.74 kJ/mol
LUMO level: -0.40 eV
Spin multiplicity: 1
Frontier orbital gap: 9.00 eV
HOMO energy: -9.40 eV
E_tot: -2298.9068 Eh

=====

Question: Look up the LUMO level of the first one.
Answer: 3.44 eV

=====

Please write out number 2 again, unchanged.
This record from the Open Molecules 2025 dataset describes a molecular structure, C3H12IrN3O11P2S. The level of theory is the ωB97M-V functional and the def2-TZVPD basis.

```
33
C3H12IrN3O11P2S (the ωB97M-V functional and the def2-TZVPD basis)
Ir -1.2042 0.4890 -0.5568
N 3.5723 -0.3493 -0.5256
C 2.2609 0.1679 0.0323
C 2.5511 0.7500 1.4169
P 1.1813 -1.3030 0.2673
O 0.8867 -1.9285 -1.1688
O 1.9513 -2.2283 1.1126
O -0.0952 -0.6352 0.7563
P 1.7039 1.5310 -1.0726
O 1.6829 0.8125 -2.4938
O 2.7350 2.5739 -1.0266
O 0.2808 1.8689 -0.5946
H 3.8082 -1.2282 -0.0511
H 4.3062 0.3475 -0.3798
H 3.4806 -0.5147 -1.5326
H 2.9442 -0.0174 2.0849
H 1.6249 1.1316 1.8416
H 3.2492 1.5844 1.3266
H -0.0399 -1.8832 -1.4515
H 0.8125 0.5018 -2.8003
O -3.0786 -0.7775 -3.6395
S -2.4187 -0.3824 -2.4546
O -0.9482 0.0735 -2.5963
O -2.9754 0.8320 -1.6974
O -2.2747 -1.4187 -1.3551
N -3.4044 0.6678 3.0171
C -2.9189 0.2424 1.8363
N -3.3205 -0.9333 1.3459
O -2.0944 0.9916 1.2539
H -4.1321 0.1832 3.5076
H -3.1047 1.5695 3.3406
H -3.9924 -1.4929 1.8380
H -3.0299 -1.2259 0.4192
```

Values from the calculation:
Relative energy (zero: lowest compared OMol25 entry of this formula, charge and spin): 66.74 kJ/mol
LUMO level: -0.40 eV
Spin multiplicity: 1
Frontier orbital gap: 9.00 eV
HOMO energy: -9.40 eV
E_tot: -2298.9068 Eh

=====

Question: Among the records above, which one has the lowest frontier orbital gap?
Answer: C3H12IO3

=====

Question: Among the records above, which one has the lowest HOMO energy?
Answer: C3H12IrN3O11P2S